Record 1
The following is a quantum chemistry calculation of a molecular structure, C47H57AsInN5O6 in a non-equilibrium geometry, from the OMol25 dataset.

Properties
**Charge**: 0
**Calculated total energy**: -4976.1872 Ha
**Energy relative to the best compared isomer or geometry (same formula, charge and spin)**: 123.5 kJ/mol
**Gap between HOMO and LUMO**: 7.43 eV
**Multiplicity**: 1
**LUMO energy**: 0.0098 hartree
**Highest occupied orbital energy**: -7.165 eV

XYZ file:
```
117
Properties=species:S:1:pos:R:3:lowdin_charge:R:1
H 0.98 -1.65 3.06 0.081
H 4.12 -0.56 -2.20 0.068
C 1.57 -0.89 -4.18 -0.127
C -6.18 -3.14 3.22 -0.065
H 0.32 3.37 6.28 0.118
C -5.30 -3.01 1.98 -0.207
H -4.66 -2.12 2.07 0.110
O -2.30 -1.28 -2.85 -0.244
H 8.73 -1.81 1.16 0.098
H -6.68 -2.19 3.42 0.076
O 1.96 0.14 3.36 -0.031
C 3.99 -3.65 -2.30 -0.327
C -1.01 3.78 -7.21 -0.512
H -1.48 4.41 -2.39 0.081
H 4.05 -3.12 0.87 0.009
H -4.47 -5.82 0.54 0.123
H 0.90 3.57 -2.93 0.119
H -0.02 2.42 4.03 0.114
H -4.24 -6.70 2.83 0.072
H -2.04 1.51 -6.23 0.122
C 7.77 -1.62 0.69 -0.098
C -0.26 -2.26 -3.61 -0.218
C 1.88 -1.26 3.53 -0.034
C 2.39 3.82 5.95 -0.241
H 2.00 0.06 -3.88 0.087
C 0.23 3.16 -3.68 -0.154
H -2.74 6.40 -3.14 0.096
C -1.08 3.64 0.13 -0.154
H 2.75 -1.75 3.09 0.084
H 6.36 -1.42 -2.38 0.110
H -3.96 -2.18 -1.99 0.092
H 0.79 2.37 1.54 0.030
H 3.44 -0.13 -0.62 0.046
H 4.17 -3.24 -3.30 0.009
H -1.00 0.67 2.44 0.088
H -1.64 0.54 -3.94 0.093
H 4.59 -0.82 1.46 0.101
H 2.57 2.43 1.34 0.143
H -3.78 7.90 -1.49 0.097
C 2.59 4.33 7.25 -0.200
C 3.44 3.79 5.03 -0.020
H 3.57 -4.65 -2.42 0.016
C -1.40 2.00 -5.51 0.025
H -5.58 -3.40 4.08 0.075
H -3.11 -0.98 -0.96 0.067
C 3.99 -0.90 -1.17 -0.327
H 1.26 -0.85 -5.23 0.097
H -1.77 -2.68 0.25 0.109
H -0.99 -2.30 -1.61 0.081
C 6.44 -1.41 -1.30 -0.062
C -5.22 -6.45 2.44 -0.068
O 1.67 -0.10 1.15 -0.076
C 3.24 3.27 3.77 -0.017
C -1.80 4.79 -0.30 -0.261
O -1.10 3.08 -8.19 0.074
C -1.93 5.08 -1.67 -0.037
H -6.93 -3.91 3.08 0.068
In -0.07 0.54 -0.87 0.906
C -3.11 -4.16 1.98 -0.433
C 5.31 -1.13 -0.54 -0.320
C -1.93 -0.92 3.60 -0.031
N -1.10 5.13 -7.25 0.174
H 3.06 -4.47 0.31 0.024
H -1.94 -3.31 -2.76 0.136
H 4.95 -3.75 -1.80 0.015
C 2.00 2.75 3.39 -0.203
N -0.36 2.02 -3.37 0.017
H 2.31 -1.70 -4.06 0.062
H -1.14 5.69 -6.42 0.099
C -1.86 -2.18 1.21 -0.081
As 2.77 -2.49 -1.27 1.177
H 4.06 3.26 3.07 0.117
C -1.17 1.46 -4.25 -0.115
C 0.04 3.80 -4.90 -0.010
C -1.40 -0.34 2.45 -0.140
C -0.79 3.21 -5.84 -0.133
C -3.23 7.03 -1.16 -0.102
C -1.42 -2.35 -2.62 -0.220
H -2.31 5.43 1.68 0.113
C -2.49 -2.18 3.50 -0.006
O -2.43 -5.16 1.84 0.083
C -3.11 6.75 0.19 -0.093
N -1.34 -0.97 1.29 0.044
C 1.14 3.33 5.57 -0.016
C 1.81 0.63 2.12 -0.499
O 0.48 -1.10 -3.32 -0.382
H 2.30 -3.13 1.17 -0.004
H -2.93 -2.67 4.36 0.122
H 0.38 -3.15 -3.51 0.121
H 8.53 -1.86 -1.30 0.101
N -4.45 -4.16 1.79 -0.062
C 0.95 2.80 4.31 -0.013
H 6.75 -1.27 2.54 0.103
C 5.45 -1.08 0.85 -0.071
C 1.82 2.11 2.06 -0.090
H -3.58 7.41 0.91 0.101
H -4.06 -0.44 -2.36 0.096
H 1.86 -1.43 4.61 0.101
H -0.66 -2.22 -4.64 0.134
C -2.64 6.18 -2.09 -0.093
C 6.67 -1.32 1.46 -0.083
H 4.41 4.17 5.31 0.118
C -0.50 2.64 0.53 -0.176
C -2.50 -2.82 2.26 -0.124
C -2.40 5.65 0.62 -0.040
C -3.41 -1.23 -1.99 -0.100
H -5.67 -7.35 2.01 0.075
H 0.54 4.73 -5.10 0.113
H -1.30 5.56 -8.14 0.116
H -6.07 -5.14 0.93 0.119
H -5.92 -2.87 1.09 0.123
H -5.86 -6.10 3.25 0.063
N 2.76 4.75 8.30 0.154
H -1.92 -0.39 4.54 0.110
C 7.66 -1.65 -0.69 -0.087
C -5.09 -5.40 1.34 -0.196
C 3.09 -3.38 0.46 -0.310
```

Record 2
The following is a quantum chemistry calculation of a molecular structure, C39H31BrF9N4OSSn in a non-equilibrium geometry, from the OMol25 dataset.

Properties
**Charge**: -1
**Calculated total energy**: -5884.4401 Ha
**Gap between HOMO and LUMO**: 6.03 eV
**Multiplicity**: 1
**LUMO energy**: 0.0667 hartree
**Highest occupied orbital energy**: -4.212 eV

XYZ file:
```
87
Properties=species:S:1:pos:R:3:lowdin_charge:R:1
N 2.14 1.65 2.27 0.028
F 0.59 4.43 -2.80 0.149
C 1.95 1.84 3.55 -0.772
C 3.04 -1.13 1.83 -0.049
F 3.02 4.78 -1.36 0.146
H 2.54 2.76 5.41 0.092
Br 0.51 0.89 4.33 0.698
C 1.99 -0.21 -3.82 -0.035
C 4.06 3.07 2.39 -0.245
F 0.83 4.25 1.99 0.146
C -3.88 0.65 -0.08 -0.280
C -4.00 2.04 -0.16 0.063
N 2.27 -0.43 -0.34 -0.044
O 1.32 2.87 -0.49 -0.192
F -0.81 5.53 -1.59 0.119
H 6.00 4.01 2.38 0.074
H -5.76 4.36 1.91 0.092
C -1.21 -4.67 0.03 -0.106
H -1.49 -5.72 0.01 0.094
C 1.60 -0.14 -2.47 -0.302
F -0.99 3.67 1.01 0.112
Sn 0.02 0.38 0.13 1.197
H 6.10 -0.86 3.24 0.096
C 2.03 5.19 -0.55 -0.514
C 2.75 2.65 4.35 -0.113
H -3.52 4.67 0.62 0.085
H -7.18 -0.16 0.19 0.103
H 2.02 -1.41 2.06 0.101
C -2.88 -1.33 -0.01 -0.509
H -1.66 0.63 -2.87 0.090
H 3.81 -1.60 3.77 0.104
C -6.38 1.82 0.00 -0.048
C 3.33 -0.64 0.56 -0.282
C 5.64 -0.36 1.21 -0.094
H -5.63 4.22 -2.39 0.089
H 4.86 0.08 -0.75 0.108
C -0.10 4.38 -1.65 -0.523
H -3.08 2.60 -0.26 0.099
C 0.46 -2.95 0.11 -0.134
C 5.33 -0.82 2.48 -0.093
F 2.60 5.46 0.64 0.127
C -2.18 -3.69 0.00 -0.085
H -7.26 4.27 0.99 0.071
C 3.16 2.27 1.69 -0.110
H -0.99 0.46 -5.23 0.096
H -3.23 -3.97 -0.05 0.068
S -4.59 -1.81 0.10 1.085
C 1.06 0.00 -4.81 -0.104
C -1.83 -2.34 0.03 -0.270
C -0.26 0.29 -4.45 -0.089
C -0.48 -1.92 0.08 -0.216
H -6.47 5.53 -1.55 0.082
H 3.02 -0.43 -4.05 0.103
H -3.53 4.63 -1.15 0.080
H -6.30 5.74 0.95 0.080
F 1.60 6.38 -1.02 0.130
C 0.10 4.45 0.89 -0.520
H -7.37 2.27 0.05 0.103
C -6.23 4.47 -1.51 -0.047
H 3.25 2.13 0.63 0.108
H 4.92 4.54 1.09 0.070
N 2.60 -0.41 -1.55 0.109
H 4.50 3.88 4.33 0.111
C -0.63 0.39 -3.12 -0.121
C 5.23 3.67 1.68 -0.036
C 0.12 -4.29 0.09 -0.097
H -7.16 3.90 -1.56 0.073
C -5.25 2.64 -0.13 -0.165
F -1.01 3.40 -1.76 0.127
C -6.25 4.65 0.98 -0.053
H 1.52 -2.69 0.16 0.066
F -0.33 5.73 0.96 0.129
C 4.65 -0.29 0.24 -0.036
C -4.11 4.89 -0.27 -0.059
H 5.66 2.94 0.99 0.075
C 4.04 -1.23 2.78 -0.078
C 0.28 0.16 -2.09 -0.224
H 6.64 -0.04 0.97 0.099
C -5.45 4.15 -0.23 -0.556
H 0.90 -5.05 0.11 0.096
C 0.88 4.09 -0.44 -0.401
H -4.28 5.97 -0.29 0.089
N -2.70 -0.06 -0.09 0.042
H 1.34 -0.06 -5.85 0.092
C -6.29 0.44 0.08 -0.088
C 3.83 3.26 3.74 -0.030
C -5.04 -0.14 0.04 -0.475
```

Record 3
The following is a quantum chemistry calculation of a molecular structure, C5H8N in a non-equilibrium geometry, from the OMol25 dataset.

Properties
**Charge**: +1
**Calculated total energy**: -249.5197 Ha
**Energy relative to the best compared isomer or geometry (same formula, charge and spin)**: 801.8 kJ/mol
**Gap between HOMO and LUMO**: 9.55 eV
**Multiplicity**: 1
**LUMO energy**: -0.2210 hartree
**Highest occupied orbital energy**: -15.562 eV

XYZ file:
```
14
Properties=species:S:1:pos:R:3:lowdin_charge:R:1
C -1.38 0.16 0.04 -0.340
C -0.73 -0.66 -1.09 0.006
H 0.63 -0.41 2.01 0.129
H -1.01 -0.41 -2.44 0.277
H -0.17 2.11 -0.32 0.133
C -2.51 0.38 0.60 0.317
H 0.22 -1.93 0.97 0.148
H 1.82 -0.95 0.69 0.146
C 0.66 1.36 -0.23 0.040
N 0.08 0.01 -0.08 -0.276
C 0.70 -0.85 0.98 0.023
H -0.77 -1.82 -0.93 0.156
H 1.09 1.58 0.80 0.135
H 1.39 1.43 -1.01 0.106
```